# 1
Formula: C3H10ClN5S
Source: OMol25
Level of theory: ωB97M-V/def2-TZVPD

CARTESIAN COORDINATES (ANGSTROEM)
C: -5.678 -0.411 0.391
C: 0.958 0.193 -0.870
C: 2.002 1.245 -0.512
N: -4.737 -0.432 1.245
N: -2.190 -0.511 0.193
N: 0.045 0.093 0.200
N: -1.137 -0.146 0.083
N: 3.060 0.763 0.366
S: -6.781 -0.452 -0.643
Cl: 3.889 -2.269 0.047
H: 0.490 0.366 -1.809
H: 1.359 -0.836 -1.124
H: 1.488 1.954 0.082
H: 2.369 1.501 -1.460
H: -4.748 -0.472 2.201
H: -3.831 -0.187 0.861
H: 3.139 -2.375 -1.045
H: 2.881 0.626 1.345
H: 3.798 1.499 0.480
H: 3.624 -0.151 -0.031

Values from the calculation:
- DFT total energy (Eh) = -1251.75051
- strongest force on any atom (eV/Å) = 4.65
- net charge = +2
- relative energy (zero: lowest compared OMol25 entry of this formula, charge and spin) (eV) = 0.000


# 2
Formula: C54H45F5NO2P2S3Ti
Source: OMol25
Level of theory: ωB97M-V/def2-TZVPD

CARTESIAN COORDINATES (ANGSTROEM)
Ti: 11.355 11.463 14.131
O: 12.387 7.741 13.350
S: 12.808 8.968 14.045
C: 13.111 8.411 15.728
C: 13.914 7.284 15.903
C: 13.999 6.706 17.160
C: 13.340 7.305 18.239
C: 12.556 8.420 18.066
C: 12.391 8.962 16.780
P: 11.306 10.378 16.489
C: 9.666 9.740 16.827
C: 8.581 10.484 16.421
C: 7.280 10.094 16.652
C: 7.041 8.880 17.272
C: 8.111 8.075 17.612
C: 9.415 8.507 17.442
C: 11.750 11.496 17.824
C: 10.792 11.788 18.804
C: 11.131 12.592 19.883
C: 12.420 13.152 19.914
C: 13.350 12.915 18.923
C: 13.029 12.067 17.875
C: 14.477 9.265 13.480
C: 15.099 8.192 12.873
C: 16.382 8.337 12.369
C: 17.022 9.538 12.506
C: 16.371 10.619 13.066
C: 15.072 10.527 13.515
P: 14.156 12.042 13.986
C: 14.453 13.152 12.514
C: 14.597 12.662 11.224
C: 14.531 13.531 10.146
C: 14.292 14.897 10.284
C: 14.182 15.384 11.567
C: 14.310 14.535 12.646
C: 15.108 12.832 15.367
C: 14.627 14.021 15.906
C: 15.357 14.684 16.877
C: 16.483 14.069 17.399
C: 16.895 12.817 16.931
C: 16.217 12.228 15.900
H: 14.429 6.836 15.081
H: 14.614 5.827 17.310
H: 13.512 6.909 19.234
H: 12.033 8.812 18.918
H: 8.735 11.421 15.911
H: 6.489 10.770 16.386
H: 6.019 8.526 17.431
H: 7.930 7.114 18.068
H: 10.239 7.892 17.759
H: 9.790 11.383 18.703
H: 10.372 12.882 20.594
H: 12.703 13.811 20.727
H: 14.316 13.431 19.004
H: 13.829 11.836 17.169
H: 14.525 7.296 12.814
H: 16.950 7.540 11.918
H: 18.032 9.664 12.171
H: 16.898 11.559 12.990
H: 14.712 11.604 11.058
H: 14.575 13.147 9.125
H: 14.173 15.535 9.431
H: 13.997 16.436 11.789
H: 14.160 14.949 13.646
H: 13.686 14.457 15.562
H: 14.972 15.616 17.301
H: 17.068 14.535 18.184
H: 17.767 12.303 17.389
H: 16.519 11.255 15.582
F: 11.835 10.731 6.790
C: 11.709 11.255 8.003
C: 12.171 10.528 9.103
F: 12.825 9.390 8.909
C: 11.929 11.033 10.360
F: 12.343 10.274 11.390
C: 11.313 12.274 10.607
S: 10.937 12.951 12.147
C: 10.916 12.973 9.456
F: 10.272 14.135 9.607
C: 11.048 12.467 8.171
F: 10.611 13.196 7.143
C: 10.384 13.054 15.186
C: 11.049 14.381 15.500
C: 11.353 15.353 14.538
C: 12.028 16.515 14.890
C: 12.464 16.687 16.200
C: 12.079 15.765 17.150
C: 11.366 14.624 16.823
H: 9.537 13.159 14.517
H: 9.955 12.803 16.122
H: 11.101 15.218 13.490
H: 12.291 17.279 14.158
H: 13.074 17.552 16.505
H: 12.337 15.931 18.178
H: 11.013 13.893 17.543
S: 9.540 9.891 13.589
C: 9.568 9.595 11.897
N: 9.429 9.273 10.795
C: 6.577 11.598 11.238
C: 6.238 11.547 12.725
O: 6.593 12.662 13.473
C: 6.258 13.930 12.908
C: 6.958 14.968 13.720
H: 6.198 10.689 10.763
H: 7.657 11.645 11.123
H: 6.097 12.416 10.672
H: 6.757 10.723 13.207
H: 5.148 11.386 12.825
H: 5.167 14.072 12.905
H: 6.634 14.021 11.899
H: 6.698 14.879 14.784
H: 6.732 15.962 13.357
H: 8.027 14.818 13.583

Values from the calculation:
- DFT total energy (Eh) = -5516.00808
- strongest force on any atom (eV/Å) = 1.55
- relative energy (zero: lowest compared OMol25 entry of this formula, charge and spin) (eV) = 0.000
- 2S+1 = 2
- <S²> = 0.757


# 3
Formula: C6H12O6Rb
Source: OMol25
Level of theory: ωB97M-V/def2-TZVPD

CARTESIAN COORDINATES (ANGSTROEM)
Rb: -1.168 0.126 -0.522
C: -0.503 4.893 -5.695
O: 0.690 4.398 -6.294
C: 1.618 3.708 -5.552
O: 1.517 3.268 -4.411
O: 2.647 3.333 -6.366
C: 3.592 2.325 -5.966
H: -0.340 5.833 -5.169
H: -1.015 4.140 -5.095
H: -1.256 5.058 -6.466
H: 4.319 2.009 -6.714
H: 3.111 1.401 -5.646
H: 4.270 2.805 -5.261
C: 0.752 -4.329 5.731
O: -0.541 -4.226 6.223
C: -1.408 -3.373 5.734
O: -1.240 -2.561 4.801
O: -2.536 -3.586 6.416
C: -3.741 -3.095 5.980
H: 0.795 -4.285 4.642
H: 1.171 -5.256 6.123
H: 1.354 -3.494 6.089
H: -3.927 -2.083 6.341
H: -4.498 -3.852 6.183
H: -3.663 -3.159 4.895

Values from the calculation:
- DFT total energy (Eh) = -711.11081
- strongest force on any atom (eV/Å) = 2.91
- net charge = +1
- relative energy (zero: lowest compared OMol25 entry of this formula, charge and spin) (eV) = 1.892


- Which formula does entry 3 have?
  C6H12O6Rb


- The lowest DFT total energy belongs to which entry?
  C54H45F5NO2P2S3Ti


- relative energy (zero: lowest compared OMol25 entry of this formula, charge and spin) of number 2 (C54H45F5NO2P2S3Ti)?
  0.000 eV